{"formula": "C40H79BrN7O9P2", "method": "the ωB97M-V functional and the def2-TZVPD basis", "e_homo_ev": -10.362, "total_energy_ev": -160228.5595, "total_charge": 1, "molar_mass_g_mol": 943.96, "symbols": ["C", "C", "C", "C", "C", "C", "C", "C", "C", "O", "C", "C", "C", "C", "O", "O", "C", "C", "O", "Br", "C", "P", "C", "C", "C", "C", "C", "C", "C", "C", "C", "N", "P", "N", "H", "H", "H", "H", "H", "H", "H", "H", "H", "H", "H", "H", "H", "H", "H", "H", "H", "H", "H", "H", "H", "H", "H", "H", "H", "H", "H", "H", "H", "H", "H", "H", "H", "H", "H", "H", "H", "H", "H", "H", "H", "H", "H", "H", "C", "O", "N", "C", "C", "H", "H", "H", "H", "H", "H", "H", "C", "O", "N", "C", "C", "H", "H", "H", "H", "H", "H", "H", "C", "O", "N", "C", "C", "H", "H", "H", "H", "H", "H", "H", "C", "O", "N", "C", "C", "H", "H", "H", "H", "H", "H", "H", "C", "O", "N", "C", "C", "H", "H", "H", "H", "H", "H", "H"], "xyz": [[1.10349, 5.75056, 1.63286], [1.76714, 4.87571, 2.73826], [0.89837, 3.65066, 3.17871], [1.40106, 2.38730, 2.40920], [1.01450, 2.52316, 0.91100], [0.84130, 1.11681, 0.21641], [-0.44723, 1.08011, -0.58159], [-1.54848, 0.41531, -0.10129], [-1.44897, -0.32674, 1.22732], [-0.88941, -1.59996, 0.89285], [-0.28068, -2.23280, 2.03125], [1.24420, -2.39967, 1.74463], [-2.73532, 0.42935, -0.83987], [-3.89840, -0.28960, -0.19416], [-4.42158, 0.26025, 0.74469], [-4.30795, -1.50170, -0.61872], [-5.60931, -1.83896, -0.10743], [-6.11564, -3.14149, -0.76565], [-7.04859, -3.68304, -0.28010], [-5.28231, -3.86735, -2.36421], [-2.79194, 1.09180, -2.07486], [-4.35969, 1.14966, -3.06911], [-5.58472, 2.25700, -2.20771], [-5.08679, -0.52706, -3.34490], [-1.64885, 1.73318, -2.51818], [-1.71606, 2.47242, -3.82933], [-1.24936, 1.64504, -5.08858], [-0.85369, 0.17480, -4.82422], [0.62620, -0.03936, -4.37179], [1.21049, -1.39664, -4.83063], [1.55427, -2.24596, -3.56275], [-0.52224, 1.72423, -1.78328], [0.90381, 2.62239, -2.39185], [0.92499, 4.07956, -1.82589], [1.26039, 6.80360, 1.89086], [0.04486, 5.51068, 1.49315], [1.64617, 5.57803, 0.69181], [2.73752, 4.48210, 2.40509], [1.95305, 5.46114, 3.64977], [0.99992, 3.44284, 4.25214], [-0.16266, 3.81108, 2.93358], [0.97909, 1.48191, 2.87493], [2.49372, 2.33489, 2.51672], [0.10412, 3.13407, 0.83817], [1.82625, 3.03135, 0.38419], [1.71582, 0.84065, -0.38300], [0.80390, 0.40212, 1.04069], [-2.43110, -0.50420, 1.68165], [-0.80256, 0.23047, 1.91600], [-0.67688, -3.25866, 2.06994], [-0.47971, -1.72731, 2.98345], [1.48566, -1.98644, 0.75399], [1.86974, -1.85029, 2.46026], [1.51737, -3.45975, 1.69762], [-5.59194, -2.05572, 0.96455], [-6.35541, -1.07219, -0.35231], [-5.79965, 3.14477, -2.81044], [-6.55216, 1.75079, -2.06387], [-5.19844, 2.53292, -1.21677], [-4.32915, -1.26629, -3.61961], [-5.71410, -0.83751, -2.50431], [-5.76920, -0.43122, -4.20189], [-2.72229, 2.84390, -4.03256], [-1.09184, 3.37985, -3.77439], [-0.44746, 2.18981, -5.60470], [-2.09829, 1.63242, -5.78716], [-1.56455, -0.35835, -4.17324], [-0.92216, -0.33613, -5.79819], [1.24622, 0.78739, -4.73950], [0.59460, -0.06474, -3.26722], [2.16233, -1.27101, -5.36659], [0.54186, -1.98960, -5.46474], [0.60695, -2.63197, -3.15970], [2.29404, -3.03096, -3.74540], [1.98431, -1.58573, -2.79270], [2.07864, 1.88558, -2.12360], [0.80953, 2.70254, -3.79659], [0.13335, 4.18505, -1.19376], [1.49402, -3.46393, -1.29289], [2.68855, -3.41220, -1.50569], [0.58286, -4.03198, -2.11010], [-0.82906, -4.05381, -1.78584], [1.03647, -4.63882, -3.35066], [1.04439, -3.03293, -0.38003], [-1.16954, -5.08979, -1.72538], [-1.39219, -3.53480, -2.56551], [-1.01045, -3.56299, -0.83030], [1.75125, -5.43181, -3.12827], [1.53625, -3.88629, -3.96278], [0.19143, -5.05167, -3.89668], [-0.39737, -2.43532, 7.43493], [0.19560, -1.39057, 7.64791], [-1.48386, -2.55484, 6.64322], [-2.14702, -3.82518, 6.42744], [-1.99899, -1.36773, 5.99052], [-0.08074, -3.38294, 7.88150], [-2.12952, -4.06839, 5.36072], [-3.18351, -3.75737, 6.76379], [-1.64796, -4.61492, 6.98127], [-1.21808, -0.94202, 5.35477], [-2.27176, -0.62790, 6.74482], [-2.87088, -1.61411, 5.38742], [3.84451, 4.24776, -0.95557], [3.85956, 3.03700, -0.74627], [4.91752, 5.04784, -0.96092], [4.81196, 6.47254, -1.21555], [6.22906, 4.47084, -0.70318], [2.90753, 4.78129, -1.15733], [5.40367, 6.72924, -2.09600], [5.19175, 7.02484, -0.35416], [3.77518, 6.75466, -1.38965], [6.44382, 3.70671, -1.45093], [6.23279, 4.00093, 0.28083], [6.99281, 5.24341, -0.74145], [-1.57250, -3.33531, 10.42195], [-1.50214, -4.03261, 9.42209], [-0.84319, -3.50925, 11.53463], [-0.97661, -2.64126, 12.68903], [0.11170, -4.60466, 11.58160], [-2.26437, -2.47992, 10.48697], [-0.01804, -2.16231, 12.89665], [-1.27808, -3.23241, 13.55586], [-1.72475, -1.87259, 12.50616], [0.84147, -4.48590, 10.77990], [-0.41158, -5.55030, 11.43476], [0.62248, -4.61512, 12.54113], [1.99896, -0.44601, -8.55974], [1.10151, 0.14753, -7.98640], [3.26797, -0.01598, -8.67301], [4.28417, -0.78069, -9.37248], [3.63032, 1.25706, -8.07442], [1.82804, -1.41988, -9.04744], [5.09662, -1.02176, -8.68436], [4.67891, -0.18959, -10.20076], [3.86564, -1.70526, -9.76467], [3.43670, 1.22279, -7.00063], [3.02157, 2.05075, -8.50952], [4.68264, 1.46708, -8.24865]], "atomic_forces_ev_per_a": [[1.206, -0.254, 0.244], [-0.912, -0.270, 0.614], [1.056, -0.606, -0.650], [-0.669, 0.651, 0.078], [0.721, -0.631, 0.269], [-0.250, 0.679, 0.294], [1.144, -0.320, 0.316], [-0.756, -0.124, 0.828], [-0.063, -0.541, -0.722], [-0.038, 0.679, 0.758], [1.096, -1.250, -0.737], [-0.098, 0.633, 0.225], [0.896, -0.856, -0.328], [-0.862, 0.368, 0.726], [-0.079, 0.118, -0.404], [0.299, 0.935, -0.238], [0.236, -1.085, -0.664], [-0.339, 0.110, 0.604], [0.196, 0.011, -0.279], [0.059, 0.162, 0.299], [-1.455, -1.060, 1.403], [0.171, 0.828, -2.226], [-0.005, -0.667, 0.679], [-0.537, 0.422, 0.594], [-1.320, 0.639, -1.174], [1.116, 0.700, -0.669], [-0.714, -0.339, 0.373], [0.834, 0.021, -1.194], [-1.185, -0.473, -0.107], [1.188, -0.516, 1.104], [0.112, 4.274, -1.336], [0.691, -0.592, -0.150], [0.877, 2.268, -0.091], [-0.928, -0.897, 0.045], [-0.408, -0.129, -0.199], [0.162, 0.257, 0.084], [-0.435, 0.077, 0.059], [-0.171, 0.277, 0.054], [0.010, 0.079, -0.408], [-0.089, 0.259, -0.226], [0.229, 0.023, 0.270], [0.016, 0.145, -0.234], [-0.278, -0.174, -0.057], [0.107, -0.287, -0.086], [-0.319, 0.151, 0.112], [-0.177, 0.154, 0.051], [-0.071, -0.129, -0.604], [0.257, 0.440, 0.028], [-0.348, -0.139, 0.019], [-0.287, 0.435, 0.231], [-0.105, 0.051, -0.325], [-0.096, 0.149, 0.678], [-0.122, -0.388, -0.006], [0.124, 0.307, 0.297], [0.032, 0.296, -0.187], [0.293, -0.013, 0.245], [0.370, -0.187, 0.100], [0.359, -0.029, 0.026], [-0.255, 0.113, -0.235], [-0.104, 0.167, 0.324], [0.318, -0.324, -0.233], [0.324, 0.206, 0.141], [0.142, -0.312, 0.409], [-0.247, -0.231, 0.197], [-0.059, -0.306, 0.164], [0.196, 0.058, 0.231], [0.180, 0.283, -0.003], [-0.107, 0.231, 0.229], [-0.125, -0.203, 0.125], [0.483, 0.266, -0.278], [-0.442, 0.287, -0.185], [-0.032, 0.420, -0.068], [0.923, 1.242, -0.759], [0.562, 2.279, 0.330], [-0.021, 0.049, -0.441], [-0.514, -0.400, -0.090], [-0.067, -0.927, 0.310], [0.314, 0.605, 0.074], [-0.314, -0.726, 0.737], [0.078, -0.240, 0.385], [0.035, -1.430, 0.934], [0.263, -0.218, -0.042], [-0.363, -2.269, -0.012], [-0.101, -0.352, -0.705], [-0.165, 0.090, -0.026], [-0.170, 0.029, -0.012], [0.053, 0.048, -0.028], [-0.078, -0.163, -0.013], [-1.385, -2.793, -0.118], [-0.149, -0.155, 0.169], [0.330, -0.110, -0.036], [-0.214, 0.130, -0.125], [-0.003, -0.089, -0.106], [-0.014, 0.238, -0.149], [0.248, -0.018, 0.221], [0.013, -0.034, -0.143], [-0.076, -0.091, 0.017], [-0.001, -0.161, 0.000], [0.004, 0.081, 0.072], [-0.099, 0.164, -0.005], [-0.021, 0.117, -0.144], [0.010, -0.088, 0.048], [-0.073, 0.351, 0.058], [0.051, -0.029, -0.114], [0.080, -0.168, 0.036], [0.184, -0.132, 0.058], [-0.162, -0.155, 0.002], [0.009, -0.017, -0.017], [-0.039, 0.123, 0.022], [-0.027, 0.106, -0.069], [-0.004, -0.079, 0.011], [0.092, -0.011, 0.063], [0.102, -0.026, -0.032], [-0.070, 0.040, -0.014], [-0.097, 0.053, 0.029], [-0.099, -0.151, 0.331], [-0.079, 0.095, 0.028], [0.174, -0.214, -0.039], [-0.123, -0.003, -0.238], [0.016, 0.003, 0.019], [-0.067, 0.068, 0.095], [-0.003, 0.116, 0.066], [0.004, -0.035, -0.061], [0.045, -0.089, 0.050], [0.102, -0.039, 0.009], [-0.052, 0.070, 0.006], [-0.120, -0.153, -0.061], [0.103, 0.132, 0.153], [-0.006, -0.111, -0.025], [0.019, 0.255, 0.130], [-0.265, -0.054, 0.021], [0.044, 0.002, -0.019], [0.056, -0.069, -0.106], [0.075, -0.113, -0.031], [-0.056, 0.033, 0.030], [0.045, 0.103, -0.002], [0.059, 0.066, 0.074], [-0.011, -0.073, -0.032]]}